1.
Entry from the OMol25 dataset: a structure of composition C56H33AgAsF15GeN2PS (ωB97M-V with the def2-TZVPD basis set).

Each line ends with the Mulliken charge.
Atoms and positions in Å:
1 H 0.316 0.758 5.254  0.5306
2 F -3.154 2.060 3.931  -0.4202
3 N 0.083 0.089 2.626  1.9849
4 H 3.437 -2.863 5.369  0.3932
5 C -6.166 -2.414 0.042  0.3001
6 H 2.154 -3.906 1.425  0.4855
7 C 3.257 -2.585 4.339  -0.5620
8 H 6.467 3.800 -1.141  0.3934
9 H 0.300 3.789 2.992  0.5124
10 F -3.858 -3.032 2.227  -0.4787
11 C -6.175 -3.595 -2.440  -0.0928
12 C 0.078 2.124 1.667  1.2418
13 C 6.164 1.617 2.297  -0.5857
14 F -2.068 2.223 -4.085  -0.3680
15 C 4.986 1.425 -3.038  -0.2247
16 C 3.215 -0.918 2.605  -0.2237
17 H -0.828 -3.976 4.384  0.4117
18 H 3.183 0.385 -1.344  0.8067
19 H 4.896 -5.221 -1.615  0.4028
20 C -4.718 1.035 -1.235  0.6306
21 F -3.196 1.558 1.315  -0.5023
22 C 4.888 3.570 -4.124  -0.4498
23 F -8.369 -3.211 0.400  -0.3086
24 H -0.089 2.279 -1.682  0.5978
25 C -0.432 -2.495 5.888  -0.6673
26 C -5.076 -2.889 -1.985  0.0022
27 F -6.186 -4.151 -3.656  -0.3090
28 C 3.465 -1.278 3.919  -0.7147
29 H 3.216 4.084 2.083  0.3348
30 C 2.794 -3.526 3.432  -0.6341
31 C 4.606 2.213 -4.118  -0.6869
32 H -0.469 -2.393 2.494  0.4768
33 C 5.561 4.136 -3.050  -0.5671
34 C -7.285 -3.113 -0.378  -0.0113
35 C -0.364 -2.071 3.525  0.1918
36 H 6.087 1.931 4.417  0.4304
37 H 4.193 3.523 4.283  0.4061
38 C 5.657 2.188 3.457  -0.5795
39 C -0.562 -2.945 4.582  -0.7478
40 H 5.125 -1.175 -1.234  0.5898
41 C 0.279 4.402 0.923  -0.6992
42 C 5.614 1.923 1.054  0.1756
43 C 5.648 1.984 -1.949  0.3141
44 H 3.442 -5.558 -3.589  0.3814
45 H 2.609 -4.544 3.753  0.4045
46 S -1.605 -2.537 -0.507  -1.0488
47 C -0.061 -0.739 3.776  -0.8882
48 H 4.081 1.763 -4.950  0.3945
49 H 5.168 -1.056 0.512  0.5319
50 C -2.705 0.690 -2.397  -0.2400
51 H 4.755 0.367 -3.055  0.3658
52 C -5.025 -2.296 -0.734  0.0073
53 C -2.933 1.838 -3.140  0.2023
54 F -3.829 -2.497 4.862  -0.4330
55 C 2.119 -3.950 -3.075  -0.6244
56 C 2.540 -3.166 2.117  -0.6053
57 C -3.690 -1.758 2.616  0.3616
58 C -3.330 0.809 3.499  0.4536
59 C 2.754 -1.859 1.681  0.4351
60 As 6.309 0.907 -0.462  0.2092
61 C 1.836 -2.939 -2.165  -0.5611
62 H -0.004 -0.815 7.154  0.3986
63 C 4.930 -0.500 -0.399  -1.5657
64 F -1.606 -0.002 -2.706  -0.4275
65 Ge -3.345 -1.323 -0.238  0.8892
66 C 3.760 -3.565 -0.871  -0.2534
67 H 4.391 -3.434 0.000  0.4119
68 F -3.474 0.054 5.723  -0.4286
69 H 5.788 5.195 -3.047  0.3818
70 C 2.660 -2.725 -1.062  0.7117
71 C 4.600 3.082 3.382  -0.6074
72 H 0.211 4.650 -1.209  0.4511
73 F -5.646 0.647 -0.341  -0.4080
74 C -4.069 2.589 -2.914  0.7267
75 H 0.953 -2.322 -2.296  0.2340
76 H 1.465 -4.105 -3.924  0.4368
77 H 6.991 0.918 2.361  0.3450
78 C 0.229 3.481 1.954  -0.5056
79 F -8.358 -4.386 -2.043  -0.3187
80 F -6.102 2.887 -1.764  -0.3260
81 C -3.681 -1.507 3.974  0.2811
82 H 0.387 5.459 1.133  0.3875
83 C -3.495 -0.211 4.415  0.7168
84 C -4.983 2.180 -1.961  0.1564
85 H 3.362 0.115 2.308  -0.1043
86 C -0.105 -1.165 6.135  -0.8907
87 C -3.529 -0.766 1.662  0.4068
88 H 4.583 4.186 -4.961  0.3871
89 H 4.099 3.063 0.036  0.3004
90 C -7.284 -3.711 -1.624  0.7492
91 C 3.481 -0.043 -0.385  -0.3327
92 C 0.079 -0.283 5.084  -0.4998
93 F -4.299 3.690 -3.633  -0.3303
94 C 5.944 3.347 -1.976  -0.3494
95 H 3.811 -0.530 4.622  0.4798
96 H 3.317 0.757 0.340  -0.3218
97 N 0.004 1.304 2.835  -0.5976
98 C 0.179 3.944 -0.386  -0.7928
99 C 4.040 -4.576 -1.775  -0.7909
100 C -3.355 0.522 2.144  -0.2306
101 C 3.222 -4.766 -2.884  -0.4752
102 C -3.572 0.276 -1.400  0.1431
103 F -4.037 -2.771 -2.823  -0.3164
104 C 4.055 3.404 2.147  -0.4106
105 C 4.555 2.825 0.989  0.1303
106 H -0.590 -3.175 6.716  0.4119
107 C -0.080 1.620 0.367  -1.3735
108 P 2.208 -1.320 0.023  0.2882
109 Ag -0.429 -0.493 0.070  1.0074
110 F -6.252 -1.828 1.241  -0.3399
111 C 0.010 2.587 -0.643  0.0377

Computed properties:
HOMO = -4.6733 eV
Total energy = -243828.3381 eV
LUMO energy = 2.24 eV
Energy relative to the best compared isomer or geometry (same formula, charge and spin) = 1.4 kcal per mole
Charge = -1

***

2.
Entry from the OMol25 dataset: a structure of composition C21H33BrGeN4NiO4 (ωB97M-V with the def2-TZVPD basis set).

Each line ends with the natural charge from an NBO analysis.
Atoms and positions in Å:
1 C 0.382 -1.019 3.721  -0.6283
2 H -0.192 -5.012 -0.633  0.2192
3 H -2.910 -4.443 0.266  0.2241
4 H -1.953 -2.669 -2.959  0.2145
5 O -0.528 -2.282 -0.762  -1.0211
6 H 2.985 -2.668 2.157  0.2177
7 C -0.834 -4.593 -1.410  -0.6380
8 C 1.752 -0.430 -2.167  0.2697
9 N -0.332 3.690 -0.923  -0.7478
10 C -2.708 -0.352 1.790  0.0783
11 H 2.735 -2.336 3.869  0.2294
12 C -4.369 0.871 0.008  -0.2712
13 H -5.002 1.347 -0.726  0.2549
14 H -2.660 0.754 -1.281  0.2161
15 H -3.275 -3.552 -2.184  0.2245
16 C 0.453 0.015 -2.837  -0.6469
17 C -2.257 -3.575 0.367  -0.6289
18 H -1.546 -3.771 1.172  0.2187
19 H 0.363 3.456 -1.616  0.4329
20 H 2.952 1.089 -3.143  0.2147
21 Ge 1.243 -2.580 -0.119  1.3827
22 O -0.014 1.714 0.108  -0.6942
23 H 2.372 1.529 -1.521  0.2011
24 H 1.601 -2.447 -2.954  0.2145
25 H -0.227 -4.401 -2.297  0.2162
26 H 3.230 -1.993 -2.408  0.2263
27 Br -6.594 0.999 1.758  0.1586
28 H -2.945 -1.882 -1.716  0.1964
29 H 1.609 -3.393 3.008  0.2204
30 C -0.563 2.813 0.056  0.6681
31 H 0.632 0.317 -3.869  0.2321
32 H 2.769 0.231 3.202  0.2248
33 N -1.786 1.963 3.284  -0.1777
34 N -2.241 -0.054 0.575  -0.5881
35 C -1.553 3.241 1.085  -0.1675
36 H -0.277 -1.878 3.861  0.2139
37 H -0.275 -0.797 -2.836  0.2307
38 H -2.016 -0.846 2.460  0.2411
39 H -4.337 -0.313 3.182  0.2584
40 H -1.580 -5.346 -1.664  0.2292
41 C -2.381 4.353 0.852  0.2050
42 H -0.220 -0.134 3.516  0.2064
43 H 0.031 0.879 -2.309  0.1835
44 H -2.876 -2.724 0.648  0.1988
45 O 1.485 -0.770 -0.788  -1.0163
46 C 2.217 -0.063 2.308  -0.6323
47 H 3.699 0.380 -1.702  0.2253
48 Ni -0.263 -0.371 0.073  1.5607
49 H 0.918 -0.844 4.654  0.2275
50 C 1.357 -1.289 2.587  0.2668
51 C 2.328 -1.632 -2.904  -0.6420
52 O 0.560 -1.594 1.414  -1.0110
53 H -0.725 4.618 -0.927  0.4292
54 C -4.000 -0.060 2.187  -0.2586
55 H 2.931 -0.262 1.507  0.2229
56 N -3.070 5.258 0.651  -0.1532
57 C -2.481 -2.824 -2.016  -0.6189
58 C -3.064 0.542 -0.297  0.0385
59 C 2.224 -2.495 2.920  -0.6382
60 H 1.592 0.780 2.003  0.2030
61 C 2.756 0.713 -2.137  -0.6204
62 C -4.839 0.566 1.279  -0.0426
63 C -1.521 -3.314 -0.942  0.2715
64 H 2.590 -1.358 -3.926  0.2301
65 C -1.681 2.532 2.285  0.2450

Computed properties:
HOMO (spin up / spin down) = -11.4593 / -11.3951 eV
Total energy = -204060.2691 eV
LUMO energy (spin up / spin down) = -3.00 / -6.64 eV
Energy relative to the best compared isomer or geometry (same formula, charge and spin) = 0.0 kcal per mole
Charge = +1
Multiplicity = 4

***

3.
Entry from the OMol25 dataset: the molecule C6H10 (ωB97M-V with the def2-TZVPD basis set).

Each line ends with the natural charge from an NBO analysis.
Atoms and positions in Å:
1 H -0.252 1.865 -1.049  0.2051
2 H 2.526 -0.280 -0.268  0.2215
3 H 1.454 0.809 -1.032  0.2059
4 C -0.457 -1.472 -0.291  -0.1901
5 C 1.423 -0.044 -0.363  -0.4562
6 C 0.717 -1.253 -0.882  -0.2026
7 H -0.919 2.523 0.445  0.2143
8 H 1.133 -1.964 -1.595  0.2101
9 H -0.291 -1.239 1.842  0.2136
10 C 0.169 0.561 0.676  -0.1769
11 H 0.596 1.036 1.562  0.2100
12 H -1.724 1.191 -0.366  0.2082
13 H -1.752 -0.530 1.170  0.2120
14 H -1.218 -2.106 -0.719  0.2044
15 C -0.727 1.587 -0.104  -0.6238
16 C -0.678 -0.684 0.973  -0.4555

Computed properties:
SMILES string = CC1CC=CC1
HOMO = -8.8099 eV
Total energy = -6382.4526 eV
LUMO energy = 1.17 eV
Energy relative to the best compared isomer or geometry (same formula, charge and spin) = 32.4 kcal per mole
Charge = 0

***

4.
Entry from the OMol25 dataset: a cluster of 2 separate species, C8H12N4 in total (ωB97M-V with the def2-TZVPD basis set).

Each line ends with the natural charge from an NBO analysis.
Atoms and positions in Å:
1 H 2.058 1.862 1.051  0.2232
2 H 3.758 -0.502 1.871  0.2181
3 C 2.878 -0.750 1.305  -0.1407
4 C -2.050 0.079 -0.364  0.0939
5 N -2.524 1.037 0.527  -0.4656
6 N 2.396 -2.057 1.237  -0.5132
7 H -2.040 -1.392 1.279  0.2334
8 C -1.855 -1.263 0.219  -0.6510
9 H -2.105 2.757 -2.078  0.4153
10 C -1.827 0.675 -1.580  -0.1266
11 H -1.238 0.277 -2.391  0.2230
12 C 2.266 -0.150 0.246  0.1076
13 C 1.448 -2.134 0.282  0.1648
14 C 2.308 1.342 0.131  -0.6454
15 H -2.382 -2.125 -0.247  0.2130
16 N -2.089 2.008 -1.405  -0.5173
17 C -2.522 2.172 -0.144  0.1532
18 H 0.810 -2.989 0.158  0.2021
19 H -0.855 -1.665 -0.009  0.2287
20 H 3.343 1.725 0.004  0.2133
21 H -2.929 3.069 0.296  0.1958
22 N 1.430 -0.992 -0.421  -0.4644
23 H 1.772 1.860 -0.667  0.2293
24 H 2.435 -2.611 2.082  0.4097

Computed properties:
SMILES string = Cc1c[nH]cn1.Cc1c[nH]cn1
HOMO = -8.2093 eV
Total energy = -14450.1745 eV
LUMO energy = 0.93 eV
Energy relative to the best compared isomer or geometry (same formula, charge and spin) = 31.8 kcal per mole
Charge = 0